Here is C27H23ClEuN8S4 as an isolated structure in a non-equilibrium geometry from the Open Molecules 2025 dataset. Energies are from ωB97M-V/def2-TZVPD.

Calculated values
relative energy (zero: lowest compared OMol25 entry of this formula, charge and spin)	0.0	kcal per mole
charge	-2
frontier orbital gap (alpha / beta)	3.68 / 4.55	eV
⟨S²⟩	15.902
spin multiplicity	8
F_max	4.93	eV Å⁻¹

Each line ends with the Mulliken charge.
Cartesian coordinates (Å):
C 3.1554 -1.7606 0.1763  -1.06
C -2.8935 -0.1479 -2.8635  1.29
H 1.5694 -2.6394 5.7159  0.28
H -2.6899 -1.9153 4.0619  0.20
H 3.5453 -2.1907 1.0807  0.35
C -2.2038 -1.4156 -2.9363  -0.31
H 1.8014 -4.0031 0.9647  0.46
Eu -0.9352 1.3434 0.4742  0.83
N -3.0878 -1.6966 3.1375  -0.48
C 1.2963 -2.4646 2.3370  0.29
C 1.6678 3.3760 0.0157  -0.03
H -6.0409 -1.3288 -3.5966  0.40
C -2.1365 0.9769 -2.5262  -1.29
C 4.0062 -1.4544 -0.8650  -0.63
C 2.0385 -4.6955 3.0190  -0.75
C -2.3363 -1.1553 2.1308  0.33
H -2.3975 -3.5320 -3.3652  0.36
H 2.7344 4.7547 -2.3106  0.21
C -2.8753 -2.5676 -3.3694  -0.54
H 2.0918 -4.9894 5.1768  0.36
C 1.7385 -1.3295 0.1669  0.35
H -0.7532 2.7793 -3.7848  0.41
H -1.0543 0.9792 -2.7181  -0.05
N 2.7595 3.9710 0.4951  -0.09
C -2.6240 3.2959 2.2904  0.09
Cl -5.2091 1.3252 -3.2883  -0.25
S -3.6441 4.3037 3.2157  -0.45
N 1.0206 2.7244 0.9960  0.28
H 3.4368 4.5326 -0.0141  0.20
C 0.0710 3.2193 -3.2165  -0.27
C 0.9087 -1.5444 1.2985  0.01
N -0.2245 -0.8899 1.3688  0.54
H 2.4565 -5.6882 2.7821  0.33
C 1.5195 -3.0190 4.6653  -0.58
C -4.2986 -0.1746 -3.2384  0.26
N -1.0548 -1.0420 2.4162  -1.04
C 1.2188 3.5374 -1.4038  0.00
H 1.4149 4.3914 -4.4829  0.50
H 1.2799 2.7378 3.1793  0.30
S -2.8507 3.5215 0.5087  -0.41
H -4.7374 -3.4695 -4.0635  0.33
H 0.8219 -1.1216 3.9405  0.34
C -4.9697 -1.3715 -3.4898  -0.40
S -3.1221 -0.6207 0.6733  -0.48
H 1.6423 0.1935 -2.7071  0.33
H -4.1134 -1.5811 3.1362  0.19
C 1.1497 3.9746 -3.5779  -1.19
N 0.1317 2.9039 -1.8626  0.23
C 1.6134 3.0872 2.1998  -0.26
C 3.3984 -0.7642 -1.9716  -1.00
C 1.1728 -2.1385 3.6911  -0.14
C -4.2366 -2.5605 -3.7089  -0.50
C 2.7509 3.8151 1.9001  -0.96
N 1.2595 -0.5739 -0.8518  0.48
H -2.5752 1.9463 -2.2817  0.37
C 1.8888 -4.3034 4.3699  -0.33
C 1.7443 -3.7412 2.0230  -0.19
N 1.8665 4.2045 -2.3954  -0.10
H 3.8944 -0.5937 -2.9026  0.40
H 5.0265 -1.7804 -0.8178  0.44
H 3.6514 3.9968 2.5169  0.27
C 2.0566 -0.3571 -1.8945  -0.19
S -1.5787 2.1766 3.0589  -0.35
H -1.1574 -1.4466 -2.6783  0.28

=====

Here is one molecule with the formula C27H23ClF10INO2S in a non-equilibrium geometry from the Open Molecules 2025 dataset. Energies are from ωB97M-V/def2-TZVPD.

Calculated values
frontier orbital gap	6.85	eV
F_max	10.03	eV Å⁻¹
SMILES	C#CCCCc1cc(I)c(C)c2c1N(O)c1c(c(F)c(C(F)(F)C(F)(F)C(F)(F)C(F)(F)F)c(COC)c1[C@H](Cl)CC)S2

Each line ends with the Mulliken charge.
Cartesian coordinates (Å):
F -6.4008 -1.0569 0.4493  -0.26
C 4.7737 1.9363 -2.5952  -0.57
H -4.2435 1.8751 -0.1593  0.39
F -6.6730 -2.7983 -2.0246  -0.22
C 5.0817 -2.0242 0.1701  -0.79
F -4.6441 -4.4516 0.5666  -0.22
C -0.6155 -1.9535 0.1614  0.33
C 6.8093 2.8267 -1.1075  -0.20
H 3.8218 -4.6071 1.9189  0.27
C 0.0095 2.8787 0.0148  0.47
H 0.8816 2.8011 -0.7607  -0.56
H 2.6120 2.1140 -1.8944  0.05
F -5.0034 -0.7343 3.0936  -0.29
H 0.2987 2.3782 1.0341  0.40
C -4.0978 1.3824 0.9186  -0.75
C -5.3581 -3.0191 -1.3724  0.60
F -4.7056 -4.2260 -2.0057  -0.25
O -3.7008 2.4812 1.8126  -0.38
H 5.9976 0.1302 -0.4215  0.01
C -3.2009 -1.3500 1.3190  0.19
H -2.2226 2.9335 -0.4369  0.40
C -2.8442 2.0267 2.9182  -0.24
H -1.1241 4.9295 -0.4376  0.30
F -6.9757 -4.1655 0.1687  -0.28
C -1.3499 2.1913 -0.6765  -0.15
C -4.5442 -1.8277 2.1556  0.62
H 2.9727 -5.1442 0.2438  0.31
F -4.2709 -2.9916 3.0810  -0.29
H 6.2256 3.7139 -3.1890  0.34
C -1.9428 -2.4071 1.0211  0.15
H 0.3079 -1.3386 -2.4704  0.45
C 3.7066 -2.9140 0.2414  0.60
C 4.9674 -0.4663 -0.3644  -0.04
N 0.8503 -0.0060 -1.2411  0.86
C 3.5331 0.2457 -0.8447  -0.14
H 0.7298 5.0949 -0.1372  0.31
C 2.1285 -0.6598 -0.7709  -0.18
F -4.4117 -1.8959 -1.5559  -0.16
Cl -1.1713 2.2428 -2.5581  -0.19
H -5.1592 1.0266 1.2509  0.19
H -1.7378 2.0122 2.5372  0.07
C -1.6036 0.6510 -0.1107  -0.50
H -2.9406 2.8561 3.7711  0.25
F -6.9337 -2.6057 2.1807  -0.32
O 0.7203 -0.4241 -2.5408  -0.45
I 7.0673 -2.8670 0.7272  0.04
H 4.9463 4.1099 -1.7797  0.28
H 7.8727 2.2205 1.1812  0.33
C 5.6694 3.2822 -2.2404  -0.43
C -0.2495 4.5178 0.2236  -1.05
C -5.6505 -3.4382 0.1867  0.45
H 5.4393 0.9755 -2.7075  0.35
C 2.3106 -2.1966 -0.2300  0.47
H 4.2398 2.1652 -3.6235  0.31
C -5.8378 -2.1922 1.2256  0.62
C -2.9802 0.1991 0.7268  0.21
H -3.1658 1.0182 3.4168  0.14
C 3.6188 1.7870 -1.3948  -0.16
H 3.9877 2.4893 -0.5275  0.36
S 0.7393 -3.2595 -0.1715  -0.28
H -0.4119 4.8119 1.3450  0.25
C 7.4773 2.4448 0.0913  -0.30
C -0.3646 -0.4229 -0.4440  -0.55
C 3.8293 -4.4960 0.7537  -1.13
F -1.9360 -3.8315 1.5135  -0.37
H 4.8460 -4.9780 0.3745  0.35

=====

Here is C27H23ClN5O2V as an isolated structure in a non-equilibrium geometry from the Open Molecules 2025 dataset. Energies are from ωB97M-V/def2-TZVPD.

Calculated values
relative energy (zero: lowest compared OMol25 entry of this formula, charge and spin)	11.2	kcal per mole
frontier orbital gap (alpha / beta)	7.75 / 7.83	eV
⟨S²⟩	2.012
spin multiplicity	3
F_max	2.84	eV Å⁻¹

Each line ends with the Mulliken charge.
Cartesian coordinates (Å):
C 4.5966 -1.5837 1.9485  -1.16
H -3.0074 -4.9282 -3.8614  0.40
C 2.7305 0.6630 -0.1038  0.09
H -1.4542 -5.0461 -1.9216  0.47
C -1.6198 -4.1187 -2.4473  -0.48
C 3.2931 -2.0871 1.9411  -0.21
C -2.6953 1.8543 2.1349  -0.95
C -0.2237 2.6791 1.3029  -0.25
N -2.1722 -0.4581 1.7416  0.14
H 4.9135 3.3744 -2.0454  0.38
C 3.1205 2.2471 -1.9042  0.41
C 0.8804 1.6973 -1.2395  0.35
H -3.1733 5.1911 2.3396  0.40
C -3.3361 -0.9734 2.2118  -0.01
O 0.5557 -1.9889 -0.4899  -0.44
N -1.3706 -1.4499 1.3427  0.24
H 0.7588 3.0138 0.9993  0.50
C -2.4887 -4.0447 -3.5177  -0.58
H 1.3482 2.9581 -2.8902  0.41
C -0.9392 -2.9831 -2.0221  0.32
H -4.4111 3.9310 2.3449  0.38
O 0.0479 -4.0828 -0.1466  -0.72
H -0.8628 4.6496 1.7992  0.37
C -1.7864 0.8905 1.6990  0.73
C -1.1346 3.6057 1.7542  -1.17
H 4.5097 2.4978 -3.5146  0.29
C 3.5893 1.3584 -0.9490  -0.61
N 2.5058 -1.2802 1.2492  0.61
H 5.4538 -1.9977 2.4401  0.42
C -0.0526 -3.0599 -0.8214  0.50
C -0.5135 1.3017 1.2283  1.14
C 1.3402 0.9114 -0.1705  -0.04
H -4.1388 -0.3781 2.5882  0.36
N 0.4409 0.4266 0.7625  0.57
H -4.0010 -3.0564 2.4002  0.44
H -3.3995 4.1807 3.7658  0.29
C -3.4079 4.1865 2.6765  -1.63
C -2.7055 -2.8287 -4.1452  -0.34
C 1.7450 2.3470 -2.0923  -1.02
H -0.6023 -0.8922 -2.3275  0.41
C -3.2597 -2.3411 2.1091  -1.23
H -3.3987 -2.7689 -4.9709  0.39
H -0.1896 1.8103 -1.3575  0.60
C 4.0916 3.0705 -2.6893  -1.56
C -2.0363 -1.6918 -3.7183  -0.67
C 4.5419 -0.4335 1.1969  -0.10
Cl 0.5977 -1.3135 3.3487  -0.48
H 4.6549 1.2099 -0.8587  0.36
N 3.2569 -0.2790 0.7885  -0.24
H -3.6717 1.5472 2.4707  0.24
V 0.5663 -1.3407 1.1761  -0.36
H -2.2227 -0.7467 -4.2067  0.41
C -2.0044 -2.5933 1.5574  -0.31
C -2.4020 3.2050 2.1631  0.27
H 3.6086 3.9562 -3.0921  0.40
H 5.3201 0.2604 0.9526  0.40
H -1.5412 -3.5389 1.3310  0.58
C -1.1437 -1.7662 -2.6662  -0.13
H 2.8971 -2.9746 2.4061  0.42

=====

Here is an isolated ion of composition C27H23F14N2O7S4 and charge +1 in a non-equilibrium geometry from the Open Molecules 2025 dataset. Energies are from ωB97M-V/def2-TZVPD.

Calculated values
charge	+1
frontier orbital gap	5.85	eV
F_max	8.51	eV Å⁻¹
SMILES	O=C(O)C[C@@]1(S(=O)(=O)C(F)(F)C(F)(F)F)[NH2+][C@H](S(=O)(=O)C(F)(F)C(F)(F)C(F)(F)C(F)(F)F)[C@@H](CCCSC(=S)N(c2ccccc2)c2ccccc2)O1

Each line ends with the Mulliken charge.
Cartesian coordinates (Å):
H -2.4883 3.2254 1.6276  0.25
C 3.0129 -3.3955 1.2634  0.51
C -1.9593 2.5584 2.4135  -0.61
C 3.4265 -5.9519 0.4665  0.59
C -3.6871 -0.9659 -1.3841  -0.15
F 0.7456 -4.1473 0.8251  -0.23
C -6.0036 -0.0278 0.3747  -0.10
H -7.1526 1.8538 -0.4772  0.28
H -0.2742 3.6210 3.4276  0.41
F 2.9488 0.9627 -3.5094  -0.24
F 3.8052 -2.2005 1.4692  -0.24
C 1.7713 0.0337 0.7308  -0.98
C 3.9826 -4.4506 0.5450  0.56
H -1.0228 -0.3012 -3.9882  0.38
F 4.5134 -6.7482 -0.0214  -0.23
H -1.1624 2.0985 -2.8243  0.42
H 2.9630 -0.4317 -1.0007  0.54
C -7.6385 -2.1272 0.6609  -0.64
C 5.1890 1.8813 1.3512  0.24
F 2.9586 3.1965 -4.3220  -0.20
C -3.8145 0.4173 -0.6752  0.14
H -0.2608 3.7380 1.5806  0.28
O 6.2643 2.5134 1.3150  -0.50
H -2.5322 2.7595 3.3967  0.47
C -6.2205 -1.5006 0.8031  0.00
C -1.7482 -0.1182 -3.1107  -0.55
C 1.6443 -3.0811 0.4906  0.37
F 1.7543 -3.0517 -0.9232  -0.24
H 0.3181 0.8973 3.1002  0.49
O 4.5795 1.6948 2.6356  -0.41
F 5.1658 -4.5135 1.3611  -0.27
O 2.3021 2.3051 0.7211  -0.28
H -5.3252 -2.1060 1.1917  0.43
C -1.8705 1.2924 -2.4147  -0.52
H 5.3248 1.6611 -0.8581  0.15
C 0.6361 1.8083 2.4921  -0.99
C -7.2590 0.7474 -0.1696  -0.37
O 1.4898 3.2623 -1.8065  -0.59
F 4.4400 -4.0333 -0.7389  -0.24
O -0.4563 -1.3972 0.1397  -0.32
C 1.0895 1.4786 0.9840  0.38
H -9.9295 -1.8044 0.0263  0.33
H -4.3254 -1.8525 -1.0696  0.34
H -2.6403 -2.2470 -3.0933  0.34
C -2.6930 -1.2328 -2.5762  -0.63
O 3.6532 4.2190 -1.2754  -0.57
N -4.7354 0.7306 0.4376  0.26
F 5.8530 3.1089 -2.9071  -0.17
C -8.8773 -1.3531 0.1144  -0.38
F 3.1004 -6.5080 1.7305  -0.20
H 2.5804 0.0326 1.5622  0.07
C -8.6655 0.1172 -0.3272  -0.41
F 5.2962 2.4032 -4.9863  -0.24
S -4.9366 0.5251 3.2122  -0.14
H 4.7902 0.1452 0.0221  0.35
C -2.8835 1.5546 -1.2486  -0.19
H 1.5557 0.6319 -1.1980  0.58
C 3.0752 1.6437 -0.3178  -0.19
C -4.0856 0.6663 1.7538  -0.11
O 0.3967 -1.6027 2.4733  -0.61
H 0.3764 1.8604 0.1683  0.14
H -2.8856 2.6204 -0.8115  0.36
F 2.3872 -6.1253 -0.4925  -0.20
H -9.5237 0.7405 -0.7643  0.32
H 1.5820 2.2236 3.0184  0.44
C -0.4217 3.0130 2.4543  -0.58
C 4.6154 1.2911 -0.0228  -0.10
H -7.8126 -3.2122 0.9812  0.29
C 5.0742 2.1637 -3.5948  0.53
N 2.3661 0.3190 -0.6169  0.05
F 5.5798 0.8458 -3.3600  -0.21
S 0.7819 -1.5084 1.0136  1.30
F 2.6391 -3.8089 2.5831  -0.22
S 2.9776 2.9494 -1.6911  1.22
H 5.0146 0.9193 3.0759  0.36
C 3.4901 2.2903 -3.3589  0.70
S -2.2191 0.7828 1.9426  0.24

=====

- The lowest F_max belongs to which entry?
  C27H23ClN5O2V